Molecular formula: C27H45BBaN8O2S4
Method: DFT, ωB97M-V/def2-TZVPD

Frontier orbital gap = 7.277 eV
Spin multiplicity = 1

Element x y z (Å)
Ba (-0.835, 1.018, -0.386)
C (-4.187, -3.680, -3.792)
C (-3.652, -2.527, -2.935)
C (-4.795, -2.064, -2.034)
C (-3.189, -1.366, -3.815)
N (-2.451, -3.031, -2.193)
C (-1.555, -3.879, -2.837)
C (-0.498, -4.026, -2.031)
N (-0.705, -3.258, -0.904)
B (0.448, -3.182, 0.129)
N (-0.070, -2.947, 1.575)
C (-0.769, -3.986, 2.154)
C (-1.238, -3.571, 3.339)
N (-0.821, -2.256, 3.502)
C (-0.094, -1.881, 2.409)
S (0.687, -0.369, 2.184)
C (-1.095, -1.434, 4.717)
C (-1.839, -0.160, 4.317)
C (0.219, -1.123, 5.432)
C (-1.994, -2.227, 5.664)
N (1.603, -2.214, -0.277)
C (2.784, -2.364, 0.419)
C (3.694, -1.538, -0.111)
N (3.071, -0.850, -1.147)
C (1.788, -1.299, -1.259)
S (0.630, -0.833, -2.447)
C (3.873, -0.024, -2.108)
C (4.326, -0.949, -3.236)
C (3.093, 1.160, -2.676)
C (5.082, 0.538, -1.353)
C (-1.901, -2.630, -1.009)
S (-2.586, -1.566, 0.150)
H (-5.143, -3.381, -4.221)
H (-3.528, -3.933, -4.622)
H (-4.346, -4.572, -3.184)
H (-5.653, -1.881, -2.684)
H (-5.066, -2.825, -1.301)
H (-4.559, -1.152, -1.499)
H (-4.024, -0.999, -4.415)
H (-2.825, -0.547, -3.191)
H (-2.384, -1.675, -4.484)
H (-1.748, -4.310, -3.799)
H (0.404, -4.597, -2.162)
H (0.946, -4.290, 0.130)
H (-0.890, -4.930, 1.652)
H (-1.834, -4.094, 4.060)
H (-1.206, 0.499, 3.728)
H (-2.726, -0.412, 3.733)
H (-2.155, 0.361, 5.223)
H (0.863, -0.505, 4.811)
H (0.007, -0.596, 6.364)
H (0.744, -2.050, 5.671)
H (-2.936, -2.509, 5.191)
H (-1.501, -3.123, 6.046)
H (-2.226, -1.588, 6.515)
H (2.858, -3.030, 1.260)
H (4.707, -1.355, 0.183)
H (3.460, -1.328, -3.780)
H (4.964, -0.403, -3.933)
H (4.891, -1.796, -2.839)
H (2.296, 0.850, -3.342)
H (2.667, 1.769, -1.876)
H (3.805, 1.773, -3.232)
H (5.833, -0.223, -1.137)
H (5.557, 1.289, -1.982)
H (4.773, 1.019, -0.422)
C (-3.172, 4.347, -1.363)
C (-2.228, 3.177, -1.272)
O (-2.686, 2.013, -1.430)
O (-1.002, 3.394, -1.026)
H (-3.244, 4.644, -2.411)
H (-2.798, 5.192, -0.789)
H (-4.165, 4.057, -1.027)
S (2.127, 2.525, 0.660)
C (2.056, 4.222, 0.668)
N (1.281, 4.932, -0.160)
C (1.246, 6.384, -0.132)
C (1.398, 6.871, 1.299)
C (2.711, 6.336, 1.839)
N (2.836, 4.916, 1.521)
H (0.533, 4.425, -0.631)
H (0.310, 6.709, -0.581)
H (2.062, 6.786, -0.742)
H (0.564, 6.497, 1.897)
H (1.391, 7.960, 1.346)
H (2.756, 6.448, 2.923)
H (3.549, 6.892, 1.413)
H (3.424, 4.337, 2.096)

Molecular formula: C12H14BF5N6Ni
Method: DFT, ωB97M-V/def2-TZVPD

Frontier orbital gap (alpha / beta) = 9.817 / 8.999 eV
Spin multiplicity = 3
⟨S²⟩ = 2.007

Element x y z (Å)
H (0.656, 3.588, 0.921)
N (0.560, 1.942, -0.417)
B (0.161, 0.455, -2.455)
N (0.479, 1.841, -1.811)
C (0.563, 3.074, -2.338)
Ni (0.732, 0.433, 0.639)
H (0.582, 3.194, -3.417)
C (0.649, 4.004, -1.300)
H (0.731, 5.073, -1.384)
C (0.631, 3.263, -0.113)
H (0.137, 0.518, -3.641)
C (-2.593, -2.272, 3.068)
H (-1.870, -2.746, 3.732)
H (-2.049, -1.661, 2.339)
H (-3.163, -3.021, 2.521)
N (-1.215, 0.064, -1.834)
N (1.125, -0.662, -1.946)
N (-1.325, -0.017, -0.461)
N (1.326, -0.825, -0.575)
C (-2.396, -0.217, -2.419)
C (1.743, -1.665, -2.589)
H (-2.477, -0.220, -3.502)
H (1.734, -1.682, -3.668)
C (-3.328, -0.466, -1.400)
C (2.338, -2.505, -1.650)
C (-2.601, -0.326, -0.190)
C (2.063, -1.953, -0.393)
H (-4.364, -0.709, -1.506)
H (2.912, -3.390, -1.835)
H (-2.954, -0.431, 0.832)
H (2.329, -2.269, 0.602)
H (-3.253, -1.626, 3.633)
F (1.357, 1.932, 2.935)
C (1.695, 0.713, 2.374)
F (3.060, 0.735, 2.111)
C (1.521, -0.314, 3.500)
F (2.358, 0.074, 4.501)
F (0.272, -0.360, 4.014)
F (1.873, -1.563, 3.124)

Molecular formula: C5H10NO3
Method: DFT, ωB97M-V/def2-TZVPD

SMILES = OC[C@@H]1C[NH+]=C(O)OC1
Frontier orbital gap = 11.733 eV
Total charge = +1
Spin multiplicity = 1

Element x y z (Å)
O (0.833, -0.738, 1.332)
C (-0.431, -0.098, 1.403)
C (-0.788, 0.474, 0.019)
C (-0.776, -0.630, -1.040)
N (0.607, -1.029, -1.271)
C (1.615, -0.285, -0.888)
O (2.806, -0.794, -0.959)
O (1.524, 0.960, -0.558)
C (0.216, 1.538, -0.412)
H (1.020, -1.167, 2.175)
H (-0.410, 0.716, 2.138)
H (-1.206, -0.814, 1.700)
H (-1.781, 0.920, 0.078)
H (-1.337, -1.499, -0.690)
H (-1.217, -0.287, -1.980)
H (0.806, -1.992, -1.510)
H (3.503, -0.166, -0.697)
H (-0.067, 1.990, -1.368)
H (0.333, 2.326, 0.334)

Molecular formula: C2HNO2S
Method: DFT, ωB97M-V/def2-TZVPD

Frontier orbital gap (alpha / beta) = 7.955 / 7.195 eV
Spin multiplicity = 1

Element x y z (Å)
C (0.479, 0.151, 1.520)
C (1.086, 0.455, 0.368)
N (-1.327, -0.453, -1.750)
O (-0.376, 0.018, 2.306)
O (2.159, 0.794, -0.066)
S (0.120, -0.365, -1.211)
H (-2.141, -0.599, -1.167)